Molecular formula: C5H8O
Method: DFT, wB97M-V/def2-TZVPD

Properties
Molecular weight: 84.1 g mol⁻¹
Relative energy (zero: lowest compared OMol25 entry of this formula, charge and spin): 1.420 eV
Largest force on an atom: 0.4 eV Å⁻¹
Energy: -270.50571 Eh
SMILES string: CC1=CCOC1

The geometry in ORCA input format:
```
! RIJCOSX wB97M-V def2-TZVPD def2/J DEFGRID3
* xyz 0 1
C 0.311 -1.155 -1.524
C -0.158 -0.365 -0.348
C -1.036 0.618 -0.147
C -0.554 1.444 1.028
O 0.719 0.909 1.363
C 0.723 -0.414 0.878
H 1.315 -0.748 -1.714
H -0.272 -1.043 -2.439
H 0.458 -2.216 -1.293
H -1.906 0.907 -0.730
H -1.202 1.428 1.916
H -0.418 2.488 0.714
H 0.273 -1.104 1.617
H 1.746 -0.748 0.680
*
```